Entry 1:
Molecular formula: H13O6
Method: DFT, ωB97M-V/def2-TZVPD

Each line ends with the natural charge from an NBO analysis.
Geometry (Å):
O1 -2.64 -2.39 -1.09  -0.964
H1 -3.51 -2.81 -1.15  0.496
H2 -2.19 -2.56 -1.93  0.485
O2 -2.16 0.52 -0.80  -0.955
H3 -3.02 0.96 -0.80  0.509
H4 -2.36 -0.41 -1.00  0.535
O3 0.44 -0.81 2.38  -0.948
H5 0.27 -1.76 2.36  0.477
H6 1.06 -0.72 3.11  0.471
O4 1.99 2.00 -0.69  -0.918
H7 2.21 2.93 -0.83  0.510
H8 0.71 1.71 -0.20  0.534
O5 -0.20 1.57 0.32  -0.862
H9 -0.99 1.09 -0.16  0.552
H10 -0.29 2.10 1.12  0.541
O6 2.56 -0.76 -0.11  -0.951
H11 2.74 1.59 -0.22  0.533
H12 2.55 -1.15 -1.00  0.476
H13 3.35 -1.20 0.23  0.479

As for the total charge: +1. The orbital gap is 11.37 eV. The energy relative to the best compared isomer or geometry (same formula, charge and spin) comes out at 14.2 kcal per mole. The calculation puts the total energy at -12489.91103 eV. As for the highest occupied orbital energy: -0.5222 hartree. As for the LUMO energy: -2.84 eV.


Entry 2:
Molecular formula: H13O6
Method: DFT, ωB97M-V/def2-TZVPD

Each line ends with the natural charge from an NBO analysis.
Geometry (Å):
O1 -1.53 -0.52 -0.81  -0.986
H1 -1.15 0.19 -1.47  0.524
H2 -2.06 -1.10 -1.31  0.506
O2 2.61 -0.12 -2.00  -0.990
H3 1.96 -0.41 -2.68  0.493
H4 3.40 0.36 -2.50  0.520
O3 1.83 -1.65 0.28  -0.982
H5 2.30 -1.27 -0.56  0.548
H6 2.14 -2.51 0.44  0.500
O4 -0.66 0.72 3.83  -0.980
H7 -1.40 0.66 4.52  0.505
H8 -0.12 1.40 4.32  0.500
O5 -1.99 2.29 -2.78  -0.950
H9 -2.90 2.39 -2.74  0.475
H10 -1.63 3.12 -2.49  0.478
O6 -0.27 -0.84 1.52  -0.850
H11 -0.28 -0.25 2.32  0.569
H12 -0.82 -0.53 0.73  0.564
H13 0.66 -1.11 1.12  0.557

As for the total charge: +1. The orbital gap is 11.88 eV. The energy relative to the best compared isomer or geometry (same formula, charge and spin) comes out at 17.6 kcal per mole. The calculation puts the total energy at -12489.75996 eV. As for the highest occupied orbital energy: -0.5403 hartree. As for the LUMO energy: -2.82 eV.


Entry 3:
Molecular formula: H13O7
Method: DFT, ωB97M-V/def2-TZVPD

Each line ends with the natural charge from an NBO analysis.
Geometry (Å):
O1 -0.19 -0.05 -0.05  -1.233
H1 -0.65 -0.85 -0.27  0.438
O2 0.74 -1.52 1.93  -0.982
H2 1.07 -0.95 2.45  0.445
H3 0.28 -1.07 1.21  0.489
O3 2.13 0.71 -0.79  -1.014
H4 2.73 -0.03 -0.55  0.445
H5 1.20 0.36 -0.52  0.504
O4 -0.88 1.40 -2.37  -0.974
H6 -0.60 2.28 -2.20  0.451
H7 -0.76 0.93 -1.53  0.502
O5 -2.83 0.27 0.72  -0.966
H8 -1.86 0.26 0.56  0.492
H9 -2.93 -0.73 0.69  0.442
O6 0.82 -2.47 -1.35  -0.949
H10 0.59 -1.75 -0.80  0.475
H11 1.38 -3.05 -0.83  0.463
O7 -0.02 2.12 1.61  -0.999
H12 -0.06 2.90 0.97  0.461
H13 -0.17 1.26 1.11  0.512

As for the total charge: -1. The orbital gap is 10.20 eV. The energy relative to the best compared isomer or geometry (same formula, charge and spin) comes out at 33.0 kcal per mole. The calculation puts the total energy at -14544.89052 eV. As for the highest occupied orbital energy: -0.2410 hartree. As for the LUMO energy: 3.64 eV.


Entry 4:
Molecular formula: H14IO7
Method: DFT, ωB97M-V/def2-TZVPD

Each line ends with the natural charge from an NBO analysis.
Geometry (Å):
I1 0.14 -0.45 -0.24  -0.898
O1 1.39 -3.80 1.13  -0.957
H1 1.14 -2.93 0.80  0.491
H2 1.83 -4.22 0.38  0.459
O2 -1.08 -0.45 3.13  -0.966
H3 -0.58 -0.64 2.31  0.488
H4 -1.54 0.38 2.93  0.463
O3 -0.39 2.52 1.82  -0.970
H5 -0.16 1.86 1.14  0.489
H6 -0.84 3.23 1.34  0.461
O4 3.49 0.14 0.67  -0.966
H7 3.78 0.85 0.09  0.457
H8 2.51 0.15 0.60  0.488
O5 -3.21 1.33 0.12  -0.961
H9 -2.25 1.25 0.01  0.486
H10 -3.34 1.32 1.08  0.466
O6 2.22 -0.50 -3.31  -0.965
H11 1.49 -0.21 -3.87  0.466
H12 1.89 -0.33 -2.41  0.490
O7 -1.99 0.24 -2.93  -0.976
H13 -2.93 0.34 -2.71  0.465
H14 -1.58 -0.07 -2.09  0.489

As for the total charge: -1. The orbital gap is 8.85 eV. The energy relative to the best compared isomer or geometry (same formula, charge and spin) comes out at 2.4 kcal per mole. The calculation puts the total energy at -22664.47913 eV. As for the highest occupied orbital energy: -0.2147 hartree. As for the LUMO energy: 3.00 eV.


Entry 5:
Molecular formula: H14LiO7
Method: DFT, ωB97M-V/def2-TZVPD

Each line ends with the natural charge from an NBO analysis.
Geometry (Å):
Li1 -0.03 -0.04 0.07  0.867
O1 -1.04 0.61 1.98  -0.940
H1 -1.60 1.50 2.08  0.482
H2 -0.32 1.03 2.38  0.473
O2 -0.37 1.91 -1.09  -0.935
H3 0.17 2.08 -1.88  0.473
H4 -0.56 2.78 -0.87  0.476
O3 0.07 -3.35 -0.82  -0.931
H5 -0.49 -3.13 -1.67  0.473
H6 0.34 -2.56 -0.46  0.460
O4 0.70 -0.13 -1.68  -0.951
H7 1.56 0.40 -1.74  0.501
H8 0.25 -0.11 -2.43  0.480
O5 -1.80 -0.62 -0.80  -0.991
H9 -2.11 -0.16 -1.63  0.497
H10 -2.69 -0.98 -0.34  0.517
O6 1.66 1.24 1.03  -0.934
H11 1.93 2.08 0.91  0.472
H12 2.22 1.16 1.82  0.479
O7 0.58 -1.13 1.39  -0.953
H13 1.48 -1.16 1.71  0.497
H14 0.05 -1.42 2.02  0.490

As for the total charge: +1. The orbital gap is 10.25 eV. The energy relative to the best compared isomer or geometry (same formula, charge and spin) comes out at 57.8 kcal per mole. The calculation puts the total energy at -14759.51272 eV. As for the highest occupied orbital energy: -0.5053 hartree. As for the LUMO energy: -3.50 eV.


Entry 6:
Molecular formula: H14LiO7
Method: DFT, ωB97M-V/def2-TZVPD

Each line ends with the natural charge from an NBO analysis.
Geometry (Å):
Li1 17.59 10.66 -3.61  0.878
O1 18.41 8.66 -6.54  -0.944
H1 17.80 9.39 -6.61  0.456
H2 18.47 8.67 -5.58  0.465
O2 18.35 8.56 -3.91  -0.945
H3 17.52 8.10 -3.90  0.487
H4 18.79 8.18 -3.14  0.499
O3 15.88 10.11 -2.51  -0.974
H5 16.18 9.74 -1.69  0.507
H6 15.24 10.78 -2.29  0.491
O4 16.27 10.39 -5.63  -0.978
H7 15.67 10.87 -6.25  0.512
H8 15.77 9.87 -5.05  0.485
O5 17.33 12.67 -2.78  -0.935
H9 16.41 12.64 -3.17  0.477
H10 17.05 12.56 -1.86  0.479
O6 19.09 11.30 -4.92  -0.957
H11 19.42 12.10 -4.50  0.488
H12 18.78 11.59 -5.77  0.494
O7 18.80 10.30 -1.66  -0.968
H13 19.02 11.17 -1.29  0.491
H14 19.48 9.76 -1.31  0.492

As for the total charge: +1. The orbital gap is 9.45 eV. The energy relative to the best compared isomer or geometry (same formula, charge and spin) comes out at 21.1 kcal per mole. The calculation puts the total energy at -14761.10350 eV. As for the highest occupied orbital energy: -0.4894 hartree. As for the LUMO energy: -3.86 eV.


Entry 7:
Molecular formula: H14LiO7
Method: DFT, ωB97M-V/def2-TZVPD

Each line ends with the natural charge from an NBO analysis.
Geometry (Å):
Li1 -0.05 0.31 0.24  0.869
O1 -0.12 2.56 0.88  -0.956
H1 -1.00 2.68 0.52  0.490
H2 -0.21 2.92 1.76  0.485
O2 0.15 0.88 -1.66  -0.989
H3 -0.14 1.65 -2.11  0.506
H4 0.37 0.08 -2.22  0.507
O3 -0.25 -1.74 -0.41  -0.974
H5 -0.09 -2.22 0.47  0.497
H6 -0.81 -2.34 -0.95  0.515
O4 1.82 0.21 1.11  -0.965
H7 2.59 -0.32 1.28  0.498
H8 2.19 1.07 1.13  0.494
O5 -1.04 -0.38 1.88  -0.958
H9 -1.56 -0.17 2.65  0.509
H10 -0.80 -1.30 1.98  0.474
O6 2.24 -1.54 -1.41  -0.939
H11 1.35 -1.63 -1.15  0.460
H12 2.21 -1.88 -2.28  0.464
O7 -2.21 0.72 -0.43  -0.964
H13 -2.26 0.50 -1.37  0.488
H14 -2.38 -0.06 0.10  0.490

As for the total charge: +1. The orbital gap is 10.94 eV. The energy relative to the best compared isomer or geometry (same formula, charge and spin) comes out at 15.9 kcal per mole. The calculation puts the total energy at -14761.32969 eV. As for the highest occupied orbital energy: -0.5365 hartree. As for the LUMO energy: -3.66 eV.


Entry 8:
Molecular formula: H14N2O13Zn2
Method: DFT, ωB97M-V/def2-TZVPD

Each line ends with the natural charge from an NBO analysis.
Geometry (Å):
Zn1 -13.55 15.81 -13.17  0.904
Zn2 -22.96 17.91 -15.81  1.071
N1 -16.44 20.42 -13.82  0.695
O1 -16.46 20.67 -15.01  -0.198
O2 -17.18 21.05 -13.04  -0.204
O3 -15.61 19.65 -13.39  -0.204
N2 -18.36 15.11 -16.04  0.705
O4 -17.30 14.99 -15.41  -0.311
O5 -19.35 15.70 -15.59  -0.270
O6 -18.36 14.88 -17.20  -0.215
O7 -22.01 10.53 -16.24  -0.931
H1 -21.41 10.66 -16.97  0.469
H2 -21.49 10.73 -15.46  0.462
O8 -18.68 10.65 -20.17  -0.926
H3 -18.44 11.56 -20.32  0.464
H4 -18.29 10.44 -19.32  0.463
O9 -15.52 17.89 -19.98  -0.938
H5 -16.43 17.64 -19.85  0.464
H6 -15.55 18.83 -20.17  0.474
O10 -21.05 21.14 -15.60  -0.965
H7 -20.50 21.49 -14.89  0.484
H8 -20.87 21.71 -16.35  0.486
O11 -24.72 14.79 -16.04  -0.970
H9 -24.77 14.04 -15.45  0.492
H10 -25.05 14.47 -16.87  0.489
O12 -23.25 18.33 -12.08  -0.968
H11 -22.71 18.03 -11.35  0.485
H12 -23.94 18.85 -11.68  0.487
O13 -12.42 16.70 -16.56  -0.969
H13 -13.12 16.76 -17.20  0.484
H14 -11.62 16.78 -17.07  0.492

As for the total charge: +2. The orbital gap is 2.35 eV. The calculation puts the total energy at -126623.39063 eV. As for the highest occupied orbital energy: -0.5403 hartree. As for the LUMO energy: -12.36 eV.


Entry 9:
Molecular formula: H14NO10
Method: DFT, ωB97M-V/def2-TZVPD

Each line ends with the natural charge from an NBO analysis.
Geometry (Å):
N1 -15.35 -6.60 4.88  0.725
O1 -16.40 -7.15 4.96  -0.544
O2 -14.70 -6.79 3.89  -0.562
O3 -14.85 -6.14 5.90  -0.616
O4 -17.08 -6.78 9.24  -0.947
H1 -16.35 -7.12 9.76  0.457
H2 -16.69 -6.55 8.39  0.489
O5 -11.77 -9.48 4.90  -0.952
H3 -12.12 -8.59 4.98  0.485
H4 -12.21 -9.85 4.13  0.467
O6 -16.27 -11.05 7.22  -0.945
H5 -15.86 -10.99 8.08  0.461
H6 -16.29 -10.15 6.89  0.484
O7 -15.68 -2.68 6.89  -0.953
H7 -16.52 -2.77 6.44  0.466
H8 -15.15 -3.41 6.56  0.486
O8 -11.99 -4.19 8.56  -0.940
H9 -12.79 -4.56 8.21  0.481
H10 -11.88 -4.62 9.41  0.460
O9 -19.88 -8.62 6.85  -0.936
H11 -20.52 -9.18 6.41  0.457
H12 -19.40 -8.20 6.13  0.480
O10 -14.56 -3.54 1.36  -0.951
H13 -14.31 -4.24 1.97  0.486
H14 -15.40 -3.82 1.01  0.464

As for the total charge: -1. The orbital gap is 8.01 eV. The energy relative to the best compared isomer or geometry (same formula, charge and spin) comes out at 43.4 kcal per mole. The calculation puts the total energy at -22190.56623 eV. As for the highest occupied orbital energy: -0.1874 hartree. As for the LUMO energy: 2.91 eV.


Entry 10:
Molecular formula: H14NO5
Method: DFT, ωB97M-V/def2-TZVPD

Each line ends with the natural charge from an NBO analysis.
Geometry (Å):
N1 -0.66 0.09 -0.59  -0.935
H1 0.00 -0.27 -1.29  0.450
H2 -1.42 0.76 -0.99  0.474
H3 -0.32 0.83 0.07  0.497
H4 -1.04 -0.68 0.01  0.465
H5 0.57 -3.57 0.56  0.502
H6 1.14 -2.31 1.40  0.476
O1 0.36 -2.74 1.11  -0.976
H7 3.68 -1.44 -1.42  0.475
H8 3.79 -2.65 -0.59  0.477
O2 3.17 -1.90 -0.71  -0.952
H9 0.37 3.36 0.86  0.515
H10 -1.15 3.14 0.36  0.484
O3 -0.38 2.71 0.65  -0.978
H11 -0.12 0.92 2.79  0.499
H12 0.40 -0.57 2.47  0.492
O4 0.14 0.35 2.00  -0.984
H13 -3.43 1.91 -1.92  0.496
H14 -3.06 1.10 -3.28  0.512
O5 -2.65 1.42 -2.41  -0.990

As for the total charge: +1. The orbital gap is 11.59 eV. The energy relative to the best compared isomer or geometry (same formula, charge and spin) comes out at 46.4 kcal per mole. The calculation puts the total energy at -11948.40850 eV. As for the highest occupied orbital energy: -0.5364 hartree. As for the LUMO energy: -3.01 eV.


Entry 11:
Molecular formula: H14NaO7
Method: DFT, ωB97M-V/def2-TZVPD

Each line ends with the natural charge from an NBO analysis.
Geometry (Å):
Na1 -0.32 0.05 -0.10  0.904
O1 -1.65 -1.35 -1.30  -0.934
H1 -1.35 -1.11 -2.17  0.482
H2 -1.13 -2.21 -1.17  0.469
O2 1.63 -0.84 -0.98  -0.938
H3 2.28 -0.88 -1.68  0.500
H4 1.18 -1.60 -1.20  0.456
O3 -0.52 1.50 -2.00  -0.947
H5 -0.79 1.51 -2.88  0.480
H6 -0.56 2.44 -1.88  0.482
O4 0.52 1.69 1.45  -0.943
H7 -0.12 1.99 2.07  0.476
H8 0.72 2.46 0.92  0.484
O5 -2.26 0.91 0.54  -0.954
H9 -2.45 1.70 1.00  0.480
H10 -2.85 0.26 0.97  0.489
O6 3.20 -0.42 1.23  -0.949
H11 3.88 -1.00 0.85  0.470
H12 2.35 -0.68 0.88  0.475
O7 -0.28 -1.39 1.63  -0.963
H13 -0.79 -2.16 1.46  0.485
H14 -0.69 -0.88 2.35  0.496

As for the total charge: +1. The orbital gap is 9.99 eV. The energy relative to the best compared isomer or geometry (same formula, charge and spin) comes out at 33.2 kcal per mole. The calculation puts the total energy at -18972.07441 eV. As for the highest occupied orbital energy: -0.4968 hartree. As for the LUMO energy: -3.53 eV.


Entry 12:
Molecular formula: H14O7
Method: DFT, ωB97M-V/def2-TZVPD

Each line ends with the natural charge from an NBO analysis.
Geometry (Å):
O1 -11.94 27.99 -18.54  -1.008
H1 -12.11 28.61 -17.82  0.478
H2 -12.08 27.13 -18.15  0.437
O2 -12.68 24.34 -15.95  -0.939
H3 -12.64 23.59 -16.54  0.470
H4 -12.30 24.02 -15.13  0.486
O3 -11.42 27.84 -15.53  -0.955
H5 -10.51 27.81 -15.82  0.456
H6 -11.78 26.99 -15.78  0.489
O4 -12.05 26.10 -17.51  -0.953
H7 -12.88 25.89 -17.93  0.477
H8 -11.65 25.24 -17.34  0.482
O5 -13.45 25.91 -19.02  -0.914
H9 -13.71 25.24 -19.65  0.499
H10 -13.49 26.73 -19.51  0.526
O6 -10.31 22.80 -17.14  -0.937
H11 -10.77 23.62 -16.96  0.449
H12 -9.41 23.06 -17.35  0.483
O7 -9.60 26.85 -18.47  -0.962
H13 -9.33 27.31 -17.68  0.447
H14 -10.55 26.94 -18.49  0.487

As for the total charge: 0. The orbital gap is 10.21 eV. The energy relative to the best compared isomer or geometry (same formula, charge and spin) comes out at 110.1 kcal per mole. The calculation puts the total energy at -14556.68693 eV. As for the highest occupied orbital energy: -0.3735 hartree. As for the LUMO energy: 0.05 eV.


Look up the highest occupied orbital energy of the first one.
-0.5222 hartree